## w
Density functional theory data (ωB97M-V/def2-TZVPD) for the molecule C3H3FO2.

The geometry in ORCA input format:
```
! wB97M-V def2-TZVPD RIJCOSX def2/J DEFGRID3
* xyz 0 1
C 0.18511 -1.23136 -0.34773
H 0.99141 -1.36148 0.30246
H -0.03521 -2.15546 -0.74387
O -0.68747 2.13647 -0.18497
F -1.22380 0.10925 -1.49589
H 0.52627 0.26360 1.58017
C -0.29888 -0.05598 -0.59667
C -0.10810 1.14549 0.16311
O 0.65067 1.14947 1.32339
*
```

Properties
lowest unoccupied orbital energy: -0.018 eV
HOMO level: -11.0 eV
frontier orbital gap: 10.96 eV
molar mass: 90.05 g mol⁻¹
SMILES: C=C(F)C(=O)O

Results of the Löwdin charge analysis, in e, for atoms 1 through 2: 0.15 0.07

---

## x
Density functional theory data (ωB97M-V/def2-TZVPD) for the molecule C3H3FO2.

The geometry in ORCA input format:
```
! wB97M-V def2-TZVPD RIJCOSX def2/J DEFGRID3
* xyz 0 1
C 0.17032 -0.52609 -0.41088
C 1.42974 -0.89057 -0.56192
H -0.65697 -1.07689 -0.71718
H -1.15433 1.87727 1.30821
H 1.88765 -1.66167 -1.09498
F 2.31581 -0.02088 0.20091
C -1.41076 1.08348 0.63723
O -0.16994 0.40413 0.62074
O -2.41151 0.81122 0.01788
*
```

Properties
lowest unoccupied orbital energy: 0.843 eV
HOMO level: -10.1 eV
frontier orbital gap: 10.97 eV
molar mass: 90.05 g mol⁻¹
SMILES: O=CO/C=C\F

Results of the Löwdin charge analysis, in e, for atoms 1 through 2: -0.07 -0.01

---

Least stable of them? x.

---

## w
Density functional theory data (ωB97M-V/def2-TZVPD) for the molecule C6H12O4.

The geometry in ORCA input format:
```
! wB97M-V def2-TZVPD RIJCOSX def2/J DEFGRID3
* xyz 0 1
O -0.18559 -0.10142 -2.04909
H 1.69383 -1.16524 -2.07764
H -2.82801 0.58670 1.39259
H 1.33515 0.68319 1.56240
C 1.61415 0.23914 -0.48344
H 1.99002 1.10293 -1.19510
C -2.08791 0.57436 2.21800
O -1.00894 -0.31647 2.15079
O -0.01202 -1.42069 0.67130
C -0.49211 -0.14773 0.79147
H -0.05253 1.64503 -2.91284
H 1.01170 -2.58526 -0.66907
H -1.37198 -0.14858 0.06568
H 0.47630 2.16912 0.42035
C 0.93633 -0.67236 -1.48572
C 0.32106 -1.80230 -0.72392
O 0.42453 0.72785 -3.08622
H -1.71601 1.56303 2.52482
H -2.46499 0.55186 3.20600
C 0.67283 0.87474 0.60111
H -0.73977 -2.11553 -0.95216
H 2.48396 -0.24235 0.03068
*
```

Properties
lowest unoccupied orbital energy: 0.585 eV
HOMO level: -9.5 eV
frontier orbital gap: 10.13 eV
molar mass: 148.16 g mol⁻¹
SMILES: CO[C@H]1CC[C@H](OO)CO1

Results of the Löwdin charge analysis, in e, for atoms 1 through 2: -0.10 0.15

---

## x
Density functional theory data (ωB97M-V/def2-TZVPD) for a cluster of 2 separate species, C6H12O4 in total.

The geometry in ORCA input format:
```
! wB97M-V def2-TZVPD RIJCOSX def2/J DEFGRID3
* xyz 0 1
H 1.06837 3.50865 0.48584
H 3.42524 0.85851 2.17571
O 1.64780 0.38868 1.32466
H 1.09330 -1.98437 -0.21825
C 0.64227 -2.58874 -1.03003
O 2.00134 2.29020 2.66969
H -3.05524 -2.70494 -3.62426
H -0.91858 -3.72408 -2.52883
C 2.36508 1.12583 1.99611
C 0.69390 3.77629 1.48821
H 0.50754 3.20286 3.52295
H -0.02585 1.85319 2.47895
H -3.30548 -1.65413 -2.19509
H -0.34726 4.12764 1.39258
H 1.30876 4.60178 1.88462
C -1.59093 -3.04338 -1.97201
H -1.91711 -1.36269 -3.28907
C 0.66725 2.71400 2.54266
H -2.25362 -3.66659 -1.34122
C -2.54337 -2.14308 -2.82494
O 1.26913 -3.26873 -1.85042
O -0.73252 -2.30692 -1.08787
*
```

Properties
lowest unoccupied orbital energy: 0.864 eV
HOMO level: -10.6 eV
frontier orbital gap: 11.48 eV
molar mass: 148.16 g mol⁻¹
SMILES: CCOC=O.CCOC=O

Results of the Löwdin charge analysis, in e, for atoms 1 through 2: 0.09 0.15

---

## y
Density functional theory data (ωB97M-V/def2-TZVPD) for a cluster of 2 separate species, C6H12O4 in total.

The geometry in ORCA input format:
```
! wB97M-V def2-TZVPD RIJCOSX def2/J DEFGRID3
* xyz 0 1
C -1.21691 -0.27742 0.37641
O -3.04930 0.59977 0.58507
H -3.70532 -0.07866 0.78826
C -0.60025 0.62857 -0.67523
H -2.26844 -1.66716 -0.86992
C 1.99316 1.17520 0.97571
H -2.35331 0.67847 1.46838
C 0.78154 0.13772 -0.99373
C 1.88557 0.37671 -0.27929
O -1.04689 0.00426 1.61479
H -1.92692 -2.26512 0.77644
H 1.01409 1.42900 1.36968
H 1.73299 -0.92496 -2.25994
O 0.81646 -0.64564 -2.12630
H 3.74289 -0.16422 -0.12109
H -0.63555 -2.15198 -0.43416
H 2.56749 2.09087 0.80949
H -1.19720 0.60309 -1.58585
C -1.54297 -1.67840 -0.05769
H -0.58142 1.64630 -0.29057
H 2.51088 0.59475 1.74592
O 3.07942 -0.11115 -0.81637
*
```

Properties
lowest unoccupied orbital energy: 0.666 eV
HOMO level: -8.1 eV
frontier orbital gap: 8.78 eV
molar mass: 148.16 g mol⁻¹
SMILES: CC(=O)C/C(O)=C(\C)O.O

Results of the Löwdin charge analysis, in e, for atoms 1 through 2: -0.45 -0.09

---

Least stable of them? w.